DFT (wB97M-V/def2-TZVPD) results for a cluster of 11 separate species, C48H87N11O4 in total in a non-equilibrium geometry.

```
150
C48H87N11O4 wB97M-V/def2-TZVPD
H 4.847 -4.194 7.404
C -5.980 -0.766 -0.193
O 3.368 -2.809 7.310
H -6.414 3.637 -0.887
C 3.339 4.422 -0.467
C -4.177 2.740 1.353
H -3.239 2.650 1.875
H 4.097 -7.279 -3.152
H -0.369 0.868 -3.712
C -0.454 -2.636 -4.518
H 2.783 -1.193 5.519
H 3.596 -0.911 8.062
C -3.020 -0.584 4.945
O 2.286 -1.164 3.155
N 1.328 6.949 1.037
H -3.092 0.286 5.601
H 0.388 -3.142 -6.428
H -0.327 7.415 -4.007
C 2.167 0.071 -6.896
H -4.164 -0.423 0.893
H 0.323 -1.293 4.968
H -0.719 7.196 -2.340
H 3.173 5.342 -1.030
H -2.015 -0.739 2.958
N -6.334 2.461 0.901
C 0.736 -2.991 -5.396
H 1.362 6.006 -1.876
C 1.691 0.850 -4.550
H -1.564 0.629 1.127
H -3.235 -4.131 -3.725
H -7.282 2.137 0.922
C -4.694 -1.270 0.451
H -0.029 -2.466 -3.524
C 1.005 -0.420 5.004
O 3.944 -5.354 -3.943
H 5.489 -6.734 -4.117
C -0.522 4.359 -2.988
C 2.343 1.137 -5.913
C -0.511 0.386 -0.821
C -5.314 2.065 1.742
H -0.128 2.087 -4.856
H -2.294 -1.250 5.416
H -1.877 0.741 3.700
H -0.708 4.482 1.229
C 0.088 -0.717 -1.377
H -4.978 -1.885 1.314
H 3.170 -3.774 -5.973
H 1.233 1.952 0.796
H 2.639 -6.605 -4.915
C -2.616 -0.060 3.571
H -5.669 -0.158 -1.051
C 0.686 4.941 -3.578
C -0.675 -1.317 0.625
H -3.291 -1.283 -1.169
N -7.481 -2.744 -1.022
C 2.373 -3.987 -1.108
H -0.729 6.559 3.409
H 1.419 -2.145 -5.387
H 2.490 -2.008 9.005
H 3.384 0.077 1.831
C 2.027 3.653 -0.356
H 1.923 -0.689 1.250
C 2.834 -1.696 8.015
H 2.064 6.510 -3.411
H 2.071 2.092 -6.363
H 5.237 -6.000 -2.558
C 2.817 -0.858 1.869
H 1.089 -0.484 7.826
H 3.745 4.753 0.492
C 2.508 -4.608 -5.738
H 0.494 -2.615 -0.596
H -2.893 -2.379 -3.829
C 4.539 -3.300 7.938
C -5.809 3.245 -0.086
H 2.044 0.836 3.692
C 4.708 -6.412 -3.416
N 2.076 -0.611 5.959
N -6.483 -0.083 4.338
H -2.966 -2.467 0.041
H -4.301 -2.789 -1.061
H 0.088 -5.088 0.998
H 3.396 -1.684 1.473
H -0.893 -1.953 1.467
C 1.988 -4.177 0.219
C -2.466 -3.369 -3.629
H 2.134 -4.968 -6.709
C -4.306 -1.409 4.925
H 1.548 3.392 -1.300
H -0.909 -1.714 -4.895
C 0.234 6.071 3.246
C 3.279 -5.739 -5.134
C -6.819 -1.871 -0.671
N 5.213 2.980 -1.570
H 2.616 2.844 1.486
H -0.644 -5.124 -1.577
H 1.953 -0.149 -4.205
H -1.840 4.197 2.488
H 1.143 4.121 3.098
C 0.822 6.587 2.001
H 0.624 0.077 2.947
H 3.425 1.228 -5.755
H 2.865 1.718 0.119
H 0.647 -0.830 -2.288
H 0.870 6.421 4.063
C -4.470 3.398 0.127
C 0.696 -4.751 0.172
C 1.483 -0.108 3.602
H -4.491 -1.924 5.867
C 0.277 -4.788 -1.133
C -1.028 0.006 0.426
H 0.353 0.370 5.403
H -5.549 1.452 2.597
H 0.467 5.051 -4.646
N -1.453 3.939 -2.461
C -0.808 3.992 2.206
C -5.528 -0.674 4.578
H 1.326 4.346 0.121
H 1.292 -4.260 -2.914
H 3.322 -3.664 -1.496
C -3.784 -2.002 -0.510
H -0.674 1.326 -1.331
H -6.585 -0.113 0.429
C 1.128 6.250 -2.912
H 0.608 8.338 -2.813
H 4.334 -3.563 8.982
N -0.022 -1.750 -0.483
C 0.146 4.550 3.246
C 0.120 7.388 -3.009
C 4.402 3.627 -1.080
C 2.181 2.437 0.569
N 1.384 -4.202 -4.904
H 0.892 -1.978 7.105
H -0.295 0.435 -5.392
C 1.660 -1.190 7.204
H -0.105 4.218 4.257
H -0.571 2.955 1.968
H 4.028 -6.075 -5.866
H 2.104 1.561 -3.833
H -3.819 3.937 -0.543
H 2.667 -4.052 1.046
H 1.439 4.149 -3.544
C 0.182 1.062 -4.636
H -3.472 0.323 3.019
N 2.052 -0.746 -7.693
H -2.123 -3.339 -2.587
H 5.315 -2.529 7.935
H 0.698 -4.943 -4.811
O -1.418 -3.660 -4.526
N 1.303 -4.301 -1.891
H -4.206 -2.170 4.142
```

## Properties
LUMO level, eV: 0.41
Frontier orbital gap, eV: 8.70
SMILES: c1cc[nH]c1.c1cc[nH]c1.c1cc[nH]c1.COCCNCCOC.COCCNCCOC.CCCC#N.CCCC#N.CCCC#N.CCCC#N.CCCC#N.CCCC#N